Molecular formula: C8H30O7
Method: DFT, the ωB97M-V functional and the def2-TZVPD basis

Calculated values
- frontier orbital gap (eV) = 8.42
- highest occupied orbital energy (eV) = -8.263
- E_LUMO (Eh) = 0.0057

Atoms and positions in Å:
C: -0.52432 3.40215 -0.22486
C: -0.37158 2.13850 -1.04636
O: -0.40201 2.45671 -2.37318
H: -1.50763 3.85031 -0.36750
H: 0.21624 4.13247 -0.55089
H: -0.30555 3.15679 0.81438
H: -1.16629 1.44121 -0.78116
H: 0.54231 1.57807 -0.84935
H: 0.16168 3.22079 -2.51468
C: -0.18531 -1.89338 2.95088
O: 0.83149 -1.45133 2.00124
H: -0.62260 -1.02502 3.44367
H: -0.93888 -2.57252 2.55213
H: 0.24104 -2.47417 3.76881
H: 0.37513 -1.26291 1.17794
C: -0.92550 -0.10021 -2.83740
O: -1.80366 0.93046 -2.44152
H: -1.47172 -1.02380 -2.64576
H: -0.79376 0.01801 -3.91293
H: 0.02594 -0.05567 -2.30741
H: -1.35709 1.77758 -2.37393
C: -0.32972 -0.01833 0.14076
O: 0.06843 -1.37386 0.19121
H: -1.02399 0.19307 -0.67251
H: -0.69894 0.28262 1.12118
H: 0.62115 0.47656 -0.05680
H: -0.71288 -1.92703 0.11942
C: 1.89324 0.54962 1.89049
O: 2.52365 1.82743 2.11081
H: 2.47284 -0.18548 2.44886
H: 0.84628 0.61947 2.18562
H: 2.01767 0.34383 0.82735
H: 2.20407 2.12702 2.96505
C: 2.59260 -1.13124 -0.42735
O: 1.57864 -1.94136 -0.91126
H: 3.54356 -1.37468 -0.90117
H: 2.31942 -0.10939 -0.69060
H: 2.78636 -1.10766 0.64504
H: 0.79608 -1.85810 -0.36148
C: -2.46242 -1.66543 -0.29203
O: -1.42542 -2.51986 -0.00242
H: -2.20202 -0.97371 -1.09316
H: -3.34268 -2.23070 -0.59814
H: -2.66554 -1.14050 0.64140
H: -1.41846 -3.10639 -0.76237

=====

Molecular formula: C8H30O8
Method: DFT, the ωB97M-V functional and the def2-TZVPD basis

Calculated values
- frontier orbital gap (eV) = 8.42
- highest occupied orbital energy (eV) = -8.447
- E_LUMO (Eh) = -0.0010

Atoms and positions in Å:
C: 3.57181 0.31723 1.95666
C: 2.17800 0.22502 1.35642
C: 1.29101 -0.58287 1.94099
C: -0.02196 -0.81102 1.35926
C: -1.07854 -1.49311 1.78729
C: -2.27868 -1.83381 0.94043
C: -2.97006 -0.66415 0.24323
C: -2.85922 -0.71461 -1.30830
H: 4.18300 -0.57341 1.82724
H: 3.64123 0.70857 2.97049
H: 4.09064 1.16604 1.48869
H: 2.19931 0.54286 0.33792
H: 1.45561 -0.95846 2.94586
H: -0.19540 -0.24849 0.43592
H: -0.98428 -2.10516 2.68501
H: -1.86350 -2.58317 0.23397
H: -2.89848 -2.56870 1.46241
H: -2.57443 0.30672 0.54138
H: -4.02312 -0.67148 0.53154
H: -2.84033 -1.76494 -1.60047
H: -1.89029 -0.28599 -1.52597
H: -3.65164 -0.11418 -1.74547
O: -2.93778 3.54051 0.12461
H: -2.28504 3.10269 -0.44993
H: -2.85800 3.33192 1.06064
O: -1.41240 1.89590 -1.45921
H: -0.52310 2.03245 -1.08387
H: -1.14538 2.22498 -2.33213
O: -0.00024 -0.24815 -4.35520
H: -0.83417 0.09861 -4.69706
H: 0.47495 0.56574 -4.15985
O: 1.25245 2.46367 -0.44346
H: 2.15678 2.15725 -0.52323
H: 0.98245 2.42771 0.48069
O: -0.29594 -3.32995 -1.00818
H: 0.64211 -3.10543 -1.00770
H: -0.76388 -2.74276 -1.60701
O: 3.55913 -2.71662 -0.62636
H: 3.10783 -1.99138 -0.19048
H: 3.97672 -3.19669 0.09406
O: -0.21105 2.18253 3.55611
H: -0.96140 2.73580 3.79362
H: 0.52660 2.80515 3.55105
O: 1.66639 0.24325 -2.05769
H: 1.08496 0.99079 -1.90783
H: 1.30604 -0.61423 -1.83576

=====

Molecular formula: C8H30O9
Method: DFT, the ωB97M-V functional and the def2-TZVPD basis

Calculated values
- frontier orbital gap (eV) = 10.17
- highest occupied orbital energy (eV) = -9.834
- E_LUMO (Eh) = 0.0122

Atoms and positions in Å:
C: -4.15691 -1.08120 -1.04869
C: -3.69239 -1.36831 -2.48764
C: -2.97469 -0.06062 -2.90062
O: -3.21682 0.89244 -1.84434
C: -4.32335 0.43101 -1.07633
H: -3.44172 -1.40329 -0.28929
H: -5.09954 -1.57737 -0.80421
H: -4.60706 -1.44887 -3.07779
H: -3.09300 -2.26628 -2.59557
H: -3.45715 0.35019 -3.78916
H: -1.89889 -0.15721 -3.01500
H: -5.25533 0.71568 -1.58147
H: -4.28291 0.88046 -0.08696
C: -0.56121 0.22154 0.18679
C: -0.32203 -1.27941 0.25596
C: 1.19952 -1.36781 0.10011
O: 1.74353 -0.12383 0.56858
C: 0.72638 0.82100 0.78647
H: -1.45694 0.53171 0.73392
H: -0.77616 0.56133 -0.83131
H: -0.77954 -1.89814 -0.51726
H: -0.64758 -1.67605 1.21981
H: 1.51519 -1.46919 -0.94240
H: 1.61065 -2.20502 0.66848
H: 0.86752 1.79480 0.31962
H: 0.55724 0.95557 1.85813
O: 4.63439 -2.67030 -0.22127
H: 4.27742 -2.37012 -1.06917
H: 5.19284 -3.42451 -0.42287
O: 4.03490 -1.39382 -2.70558
H: 4.45595 -0.66846 -2.22875
H: 4.52696 -1.46906 -3.52797
O: 1.39252 4.37302 1.74603
H: 0.51776 4.53828 1.38402
H: 1.27963 3.64263 2.37042
O: 1.78625 -1.57734 4.14231
H: 2.68533 -1.26256 4.27680
H: 1.71316 -1.65536 3.18681
O: 4.42857 -0.25885 1.30789
H: 3.57348 -0.05788 0.90190
H: 4.59740 -1.17332 1.04560
O: -2.48818 3.39626 -0.70292
H: -2.13148 2.51576 -0.86403
H: -3.00818 3.55973 -1.49461
O: 1.46119 2.53825 3.99288
H: 0.72754 2.09316 4.42650
H: 2.16572 2.55139 4.64619

=====

Molecular formula: C8H30O9
Method: DFT, the ωB97M-V functional and the def2-TZVPD basis

Calculated values
- frontier orbital gap (alpha / beta) (eV) = 9.16 / 4.88
- charge = +1
- spin multiplicity = 2
- highest occupied orbital energy (alpha / beta) (eV) = -13.833 / -13.831
- E_LUMO (alpha / beta) (Eh) = -0.1717 / -0.3291

Atoms and positions in Å:
C: 2.13451 1.12687 -1.83435
C: 1.33865 0.86231 -0.60108
C: 0.90236 1.77972 0.32863
C: 2.18225 -1.55511 -0.02677
C: 1.33766 -0.65766 -0.58969
C: 0.08103 -1.19196 -1.37244
C: -0.77413 -2.03976 -0.76666
C: -2.08248 -2.26352 -1.48011
H: 2.01961 2.26862 -2.08148
H: 2.05967 0.39950 -2.66338
H: 3.22521 1.19411 -1.58262
H: 1.17100 2.77677 0.00787
H: 0.42495 1.42435 1.32564
H: 2.38024 -2.55909 -0.07074
H: 2.92465 -1.49680 0.82250
H: -0.01958 -0.64727 -2.36402
H: -0.46670 -2.68955 -0.01881
H: -2.27996 -3.34164 -1.80942
H: -2.20825 -1.65266 -2.40083
H: -2.92582 -2.06992 -0.86436
H: 4.15303 -2.24729 -1.76143
H: 3.64839 -3.71721 -1.77267
O: 4.38887 -3.19162 -1.62150
H: -0.16018 4.60003 -1.91260
H: -1.47427 4.03883 -2.19780
O: -0.52629 3.86387 -2.22179
H: 0.11683 -0.25453 1.76732
H: -1.28887 -0.29114 0.89221
O: -0.97225 -0.46284 1.83782
H: 1.11718 -2.53631 -2.43187
H: 2.31593 -3.19604 -3.26105
O: 1.36667 -2.96865 -3.35895
H: 0.34833 3.70299 1.70740
H: -0.99250 3.63471 2.19889
O: -0.30763 4.37109 2.08935
H: 0.89322 -0.56762 3.61798
H: 0.78096 0.86239 4.08437
O: 1.43543 0.17978 3.61967
H: -2.13921 -1.64348 2.51601
H: -3.71074 -1.45145 2.27663
O: -2.94755 -1.99362 2.79559
H: -3.25234 1.18992 3.27950
H: -2.50759 0.40979 2.32115
O: -3.17928 0.94523 2.36195
H: -2.25856 1.76020 0.35954
H: -3.57683 2.72084 0.73080
O: -2.69559 2.57479 0.12560

=====

Molecular formula: C8H31BF4O8Ti2
Method: DFT, the ωB97M-V functional and the def2-TZVPD basis

Calculated values
- frontier orbital gap (alpha / beta) (eV) = 4.43 / 3.05
- charge = +1
- spin multiplicity = 8
- highest occupied orbital energy (alpha / beta) (eV) = -6.772 / -12.614
- E_LUMO (alpha / beta) (Eh) = -0.0860 / -0.3514

Atoms and positions in Å:
Ti: -1.90066 -0.25399 -1.27394
Ti: -1.24490 -2.86576 0.64836
O: -2.23301 -2.38832 -1.31961
H: -1.58900 -2.30824 -2.04994
B: 0.34332 -0.47670 0.27031
F: 1.19070 -0.78253 1.28865
F: -0.91478 -0.66471 0.77481
F: 0.58187 0.81703 -0.30898
F: 0.48049 -1.45856 -0.65049
C: -0.71578 3.14311 -1.26035
O: -1.80635 2.31176 -1.52364
H: -1.00824 4.14899 -1.56163
H: -0.35993 3.21497 -0.23258
H: 0.17337 2.94868 -1.86012
H: -2.35951 2.76961 -2.16081
C: -0.40287 1.91717 2.71619
O: -0.22049 2.98822 3.66287
H: -1.37971 2.08114 2.26121
H: 0.36585 2.00169 1.94806
H: -0.40554 0.91654 3.14844
H: -0.75288 2.82470 4.44481
C: -0.47948 -2.36455 3.51580
O: 0.21918 -2.84755 2.37675
H: -0.63364 -3.21210 4.18363
H: 0.29118 -1.93187 4.15374
H: -1.32617 -1.69601 3.36006
H: 0.69788 -2.07078 2.07830
C: 3.29839 0.94703 2.14661
O: 3.07237 0.99339 0.81350
H: 2.42775 0.61230 2.71056
H: 4.20841 0.40239 2.39826
H: 3.55412 1.94504 2.50255
H: 2.27172 0.49135 0.64461
C: -4.69372 0.36588 1.05276
O: -3.45574 -0.19250 0.63992
H: -5.49063 -0.37529 1.11361
H: -4.64603 0.99974 1.93823
H: -4.72597 1.11777 0.26427
H: -3.23748 -0.92654 1.21883
C: 3.91955 -1.93696 -1.06047
O: 2.94122 -2.76597 -1.61190
H: 3.92360 -2.32385 -0.04145
H: 4.93236 -2.06393 -1.44282
H: 3.64479 -0.88421 -1.12629
H: 2.05505 -2.49936 -1.35652
C: 1.01861 0.31031 -3.95819
C: -0.19055 -0.55993 -4.42879
O: -1.26160 -0.27967 -3.57585
H: 1.91486 0.26915 -4.57717
H: 1.44574 -0.05955 -3.02606
H: 0.77550 1.37170 -4.00752
H: 0.06152 -1.61993 -4.39801
H: -0.60433 -0.49778 -5.43528
H: -1.77049 0.39765 -4.02736

=====

Electronic energy, respectively: -848.791720 -924.631639 -999.935227 -999.374691 -3048.149930 Ha.